Here is 11 unconnected molecules or ions with the total composition BH26NO9 at a distorted geometry from OMol25. Energies are from the ωB97M-V functional and the def2-TZVPD basis.

The geometry in ORCA input format:
```
! RIJCOSX wB97M-V def2-TZVPD def2/J DEFGRID3
* xyz 0 1
N 0.566 -0.278 0.007
H 0.270 -0.768 0.779
H 0.320 0.676 0.278
H 0.024 -0.380 -0.816
H 1.567 -0.380 0.091
B -3.042 1.521 -0.849
H -2.630 0.655 -1.542
H -3.552 0.835 0.166
H -2.058 1.918 -0.549
H -3.859 2.296 -1.395
O 1.080 -2.634 2.040
H 1.724 -2.744 1.174
H 1.297 -3.251 2.756
O 1.358 1.683 -1.908
H 1.224 1.227 -2.763
H 2.373 1.692 -1.756
O -0.705 0.958 2.682
H -1.088 1.865 2.803
H 0.045 0.980 3.239
O 2.114 -1.859 -1.841
H 1.963 -2.660 -1.331
H 1.302 -1.677 -2.426
O -1.198 -1.269 4.086
H -1.276 -0.813 5.004
H -1.109 -0.631 3.357
O 0.455 3.766 -0.300
H 0.361 4.801 -0.416
H 0.339 3.240 -0.974
O 2.083 1.392 1.599
H 2.287 2.231 1.159
H 2.931 1.172 1.681
O -1.624 -2.695 -0.681
H -2.639 -2.425 -0.731
H -1.494 -3.070 -1.577
O 0.209 -1.811 -3.281
H 0.020 -2.549 -3.882
H 0.353 -1.029 -3.872
*
```

Lowest unoccupied orbital energy (eV): -0.7
E_tot (hartree): -772.11299
Energy relative to the best compared isomer or geometry (same formula, charge and spin) (kJ/mol): 242.14
Max |F| (eV/Å): 10.27